[1]
Here is a 3-piece molecular cluster, C14H36BFO14P2S overall in a non-equilibrium geometry from OMol25. Energies are from ωB97M-V with the def2-TZVPD basis set.

Output
2S+1: 1
E_LUMO in eV: 0.198
E_tot in eV: -76576.983
Total charge: 0

The geometry in XYZ format:
```
69
Properties=species:S:1:pos:R:3:mulliken_charge:R:1
O 0.7201 3.0259 2.0907 -0.4680
S 0.5545 3.1482 3.5108 0.5849
O -0.2411 1.8496 4.0648 -0.1442
C -1.4732 1.6070 3.3765 -0.3906
C -1.7083 0.1056 3.4017 -0.3601
F -1.4019 -0.4387 4.6406 -0.2969
O 2.0606 2.7608 4.1726 -0.1528
O 2.0678 1.4776 4.8099 -0.3472
B 2.7403 0.5291 4.0602 0.6088
O 3.5313 0.8388 2.9867 -0.3525
O 2.5521 -0.7849 4.4324 -0.5051
H -1.4251 1.8726 2.3193 0.3814
H -2.3058 2.1329 3.8460 0.2841
H -0.9908 -0.3268 2.6980 0.2362
H -2.7259 -0.1503 3.1090 0.3222
H 3.2092 0.3168 2.2454 0.2651
H 1.5994 -0.9250 4.5134 0.3195
O -5.9785 -0.2961 1.0747 -0.7696
P -6.7330 -0.5617 -0.1672 1.0693
O -6.4868 -2.1240 -0.5520 -0.3729
C -6.2737 -3.1135 0.4521 -0.2507
C -7.5666 -3.6161 1.0625 -0.9348
O -5.8890 0.2072 -1.3134 -0.3669
C -4.7467 0.9951 -0.9932 -0.2929
C -3.4821 0.1665 -1.0645 -0.9935
O -8.0656 -0.3242 -1.0268 -0.3566
C -9.2567 -1.0827 -0.7950 -0.1863
C -9.9409 -0.7043 0.5029 -1.0347
H -5.6046 -2.7465 1.2322 0.2610
H -5.7579 -3.9388 -0.0406 0.3644
H -8.1381 -2.7959 1.5023 0.1506
H -7.3615 -4.3510 1.8412 0.4006
H -8.1936 -4.0924 0.3071 0.2608
H -4.8572 1.4680 -0.0183 0.3099
H -4.7023 1.7965 -1.7327 0.3320
H -3.5297 -0.6903 -0.3907 0.2349
H -2.6126 0.7713 -0.7992 0.3688
H -3.3381 -0.2279 -2.0710 0.2843
H -9.0430 -2.1511 -0.8437 0.2259
H -9.9176 -0.8624 -1.6330 0.3376
H -9.2719 -0.8406 1.3572 0.2975
H -10.8316 -1.3133 0.6566 0.3526
H -10.2362 0.3450 0.4868 0.3113
O 8.1371 1.1048 -2.5370 -0.7875
P 6.7353 0.7000 -2.7555 1.0475
O 6.3948 -0.4609 -1.6653 -0.3581
C 7.0174 -0.4789 -0.3825 -0.3553
C 6.3416 0.4531 0.6021 -0.7987
O 6.7747 -0.1356 -4.1396 -0.3627
C 7.9728 -0.2752 -4.8999 -0.2828
C 8.7245 -1.5277 -4.5019 -1.0150
O 5.2277 1.1375 -3.0942 -0.3515
C 4.3488 1.6460 -2.0862 -0.1451
C 4.7276 3.0413 -1.6331 -1.0707
H 8.0815 -0.2483 -0.4540 0.3115
H 6.9446 -1.5065 -0.0229 0.3778
H 6.3377 1.4799 0.2309 0.1284
H 6.8534 0.4352 1.5641 0.4545
H 5.3056 0.1566 0.7693 0.1263
H 8.6002 0.6103 -4.8108 0.3285
H 7.6685 -0.3478 -5.9457 0.3315
H 8.9727 -1.5182 -3.4401 0.2633
H 9.6481 -1.6210 -5.0751 0.3762
H 8.1105 -2.4114 -4.6813 0.2649
H 4.2907 0.9510 -1.2474 0.1872
H 3.3574 1.6669 -2.5388 0.3480
H 5.7496 3.0674 -1.2454 0.3258
H 4.0495 3.3867 -0.8527 0.3523
H 4.6801 3.7394 -2.4692 0.3162
```

[2]
Here is C14H36CuN2O5 as an isolated structure in a non-equilibrium geometry from OMol25. Energies are from ωB97M-V with the def2-TZVPD basis set.

Output
2S+1: 1
E_LUMO in eV: -5.749
E_tot in eV: -72945.440
Energy above the lowest of the compared OMol25 structures with the same formula, charge and spin in eV: 5.2461
Total charge: +1

The geometry in XYZ format:
```
58
Properties=species:S:1:pos:R:3:mulliken_charge:R:1
Cu 0.9091 -1.1360 -0.1481 0.9126
C 3.4925 4.4394 -3.6918 -0.8797
C 2.1245 4.2505 -3.2808 -0.2916
O 1.8779 2.8171 -3.4318 -0.5071
H 3.4732 4.5525 -4.7757 0.2680
H 4.1600 3.6541 -3.3370 0.2711
H 3.9883 5.2676 -3.1856 0.3264
H 1.3175 4.7530 -3.8140 0.2853
H 2.1200 4.5562 -2.2346 0.2302
H 1.5437 2.7924 -4.3314 0.2968
C -1.3735 -2.3230 -3.3190 -0.8146
O -2.2030 -1.6779 -2.3286 -0.2937
C -3.4657 -1.2614 -2.8052 -0.6031
C -4.3879 -0.7790 -1.7223 -0.6966
N -3.5446 0.0656 -0.8131 -0.2316
C -4.1578 0.4694 0.4170 -0.8635
C -5.2935 1.4665 0.2305 -0.4757
O -4.8374 2.4852 -0.5562 -0.3371
C -5.8119 3.4712 -0.7108 -0.8227
H -0.5346 -1.6745 -3.5717 0.2789
H -1.9135 -2.3426 -4.2656 0.3847
H -0.9120 -3.2545 -2.9911 0.2477
H -3.8991 -2.1176 -3.3222 0.4661
H -3.3049 -0.4382 -3.5013 0.3535
H -4.6568 -1.6903 -1.1881 0.3402
H -5.2103 -0.2061 -2.1508 0.3357
H -3.6468 0.8939 -1.3819 0.2667
H -3.3071 0.9585 0.8916 0.3136
H -4.3364 -0.3863 1.0682 0.4306
H -5.4237 1.8714 1.2341 0.4471
H -6.2002 1.0324 -0.1909 0.3701
H -6.3240 3.8156 0.1877 0.3218
H -6.6992 3.1849 -1.2755 0.3344
H -5.3029 4.3238 -1.1603 0.2566
C 0.7049 -4.1350 3.5813 -0.6383
O 0.9159 -2.7227 3.7424 -0.2832
C 1.7735 -2.1856 4.7245 -0.5681
C 2.1900 -0.7292 4.3352 -0.9441
N 2.6847 -0.4494 3.0051 -0.1792
C 4.1021 -0.7642 2.9626 -0.8276
C 4.6738 -0.5573 1.4985 -0.5930
O 4.0646 -1.6800 0.8330 -0.2312
C 4.7035 -2.0244 -0.4016 -0.8262
H 1.5305 -4.6674 4.0536 0.3092
H 0.5819 -4.3598 2.5219 0.1794
H -0.2081 -4.4234 4.1022 0.2657
H 2.6048 -2.8548 4.9462 0.3985
H 1.1851 -2.2207 5.6414 0.3951
H 2.7721 -0.1599 5.0600 0.4695
H 1.2161 -0.2549 4.4568 0.3849
H 2.5590 0.5523 2.9760 0.2774
H 4.4152 -1.7289 3.3618 0.3414
H 4.6087 -0.0580 3.6206 0.5164
H 5.7566 -0.6008 1.3815 0.4317
H 4.3911 0.4477 1.1851 0.3047
H 5.7645 -2.2368 -0.2700 0.3069
H 4.5531 -1.1384 -1.0184 0.3611
H 4.1966 -2.8820 -0.8440 0.2278
```

[3]
Here is C14H36F6KO22P4S2 as an isolated structure in a non-equilibrium geometry from OMol25. Energies are from ωB97M-V with the def2-TZVPD basis set.

Output
2S+1: 1
E_LUMO in eV: 0.972
E_tot in eV: -151611.160
Energy above the lowest of the compared OMol25 structures with the same formula, charge and spin in eV: 0.8228
Total charge: -1

The geometry in XYZ format:
```
85
Properties=species:S:1:pos:R:3:mulliken_charge:R:1
K 0.6022 -0.0206 -0.6483 0.9826
C -3.7019 -3.5611 4.0193 0.5843
F -3.7139 -2.5250 4.8864 -0.2338
F -2.6279 -4.2402 4.1909 -0.2212
F -4.7238 -4.3735 4.1848 -0.2226
S -3.8820 -2.8534 2.2684 1.0674
O -3.9853 -4.0150 1.3898 -0.6681
O -5.1589 -2.1770 2.2513 -0.6649
O -2.6984 -1.9970 2.0667 -0.6373
C 5.1454 2.7232 -4.4286 0.6011
F 6.0115 2.3989 -5.3489 -0.2187
F 5.6418 2.1014 -3.3014 -0.2469
F 5.0175 4.0083 -4.2798 -0.2129
S 3.3681 2.0434 -4.7149 1.1030
O 3.2044 1.8473 -6.2103 -0.6796
O 3.3882 0.6994 -4.1278 -0.6758
O 2.4328 2.9415 -4.0094 -0.6614
C 5.1909 -4.3538 2.1339 -0.7457
O 4.6844 -3.8349 3.2980 -0.3573
P 3.0915 -3.5173 3.3469 0.9188
O 2.5343 -2.9789 2.0718 -0.4884
O 2.4497 -4.8191 3.9078 -0.2405
C 2.0655 -5.8880 3.0413 -0.6480
O 2.9628 -2.4612 4.5345 -0.3591
C 1.6828 -1.9532 4.8336 -0.6872
H 4.4868 -4.4609 1.3087 0.3329
H 5.5631 -5.3720 2.2471 0.2998
H 6.0505 -3.7960 1.7625 0.2627
H 2.9242 -6.2340 2.4660 0.2671
H 1.1905 -5.5752 2.4715 0.3102
H 1.7410 -6.8283 3.4868 0.2844
H 0.9904 -2.1145 4.0074 0.3085
H 1.6092 -0.8687 4.9154 0.2532
H 1.1689 -2.4019 5.6837 0.2905
C -6.2059 6.5201 -1.4177 -0.5270
O -6.7999 5.3616 -0.8430 -0.3596
P -5.9375 3.9706 -0.7513 1.0322
O -6.6890 2.7818 -0.1948 -0.6910
O -5.1425 3.8339 -2.1584 -0.2749
C -5.3844 2.5872 -2.9681 -0.7592
O -4.7533 4.3828 0.2678 -0.2927
C -3.7404 3.4573 0.7311 -0.6520
H -6.8615 7.3443 -1.1367 0.2114
H -6.1718 6.4083 -2.5014 0.2308
H -5.1570 6.4820 -1.1235 0.2893
H -5.4941 1.8173 -2.2043 0.3367
H -4.5584 2.2500 -3.5943 0.3111
H -6.4040 2.5168 -3.3471 0.3276
H -3.4057 2.6266 0.1098 0.2601
H -4.0571 3.0147 1.6755 0.2879
H -2.7987 3.9753 0.9128 0.2694
C -3.9328 -4.6486 -3.6403 -0.6744
O -2.5940 -5.1871 -3.5301 -0.2630
P -1.3642 -4.3999 -4.1443 0.9907
O -1.2329 -3.0188 -3.6211 -0.6028
O -0.1708 -5.4053 -3.7968 -0.3267
C 0.6499 -5.1826 -2.6748 -0.6275
O -1.5456 -4.6111 -5.7492 -0.3190
C -0.6883 -3.8912 -6.6496 -0.7650
H -4.4720 -5.4151 -3.0835 0.2551
H -4.3649 -4.4771 -4.6262 0.2745
H -4.1111 -3.7283 -3.0842 0.3156
H 1.5725 -4.8387 -3.1424 0.2588
H 0.9023 -6.0726 -2.0982 0.2402
H 0.1376 -4.4612 -2.0382 0.3138
H -0.1385 -3.0070 -6.3269 0.3590
H -1.3680 -3.4705 -7.3907 0.2776
H -0.1926 -4.6175 -7.2937 0.2936
C 4.1668 3.3057 4.8080 -0.4939
O 3.2386 4.3561 4.5511 -0.3404
P 2.6444 4.6336 3.0480 0.9388
O 1.9593 3.4575 2.4283 -0.5515
O 3.9412 5.2484 2.2247 -0.2787
C 4.9887 4.4971 1.6161 -0.7071
O 1.6446 5.9563 3.0502 -0.3856
C 1.6336 6.8469 1.9767 -0.5623
H 3.6298 2.5335 5.3590 0.2341
H 5.0689 3.5937 5.3477 0.2447
H 4.5176 2.9977 3.8230 0.2255
H 5.1529 5.0143 0.6708 0.2661
H 4.5927 3.5075 1.3880 0.3736
H 5.8737 4.3887 2.2431 0.2492
H 2.1553 6.5135 1.0796 0.3161
H 1.9966 7.8082 2.3402 0.2235
H 0.5638 6.9009 1.7750 0.2505
```

Which value of total charge does entry 2 give? +1